{
  "formula": "C5H15N2O3",
  "method": "the ωB97M-V functional and the def2-TZVPD basis",
  "elements": ["O", "O", "O", "N", "N", "C", "C", "C", "C", "C", "H", "H", "H", "H", "H", "H", "H", "H", "H", "H", "H", "H", "H", "H", "H"],
  "coordinates": [[-1.448025, 2.314860, 0.589815], [1.853346, 0.558670, -2.529429], [3.169282, 0.488735, 0.707255], [0.687482, 0.996874, -0.118378], [-1.656325, -0.636058, -0.446373], [2.367700, 0.015446, 1.443932], [-2.522980, -1.153901, -1.235349], [0.848499, 0.106222, 1.101806], [0.328368, -1.285176, 0.840332], [-1.210399, -1.339517, 0.754833], [-2.069636, 1.640657, 0.340532], [0.690282, -1.969908, 1.648185], [1.549349, 1.036791, -0.685511], [2.625042, 0.094524, -2.722134], [0.340853, 0.641877, 1.974000], [2.651300, -0.492353, 2.344658], [-1.593119, -2.395631, 0.800672], [1.704999, 0.998744, -3.313564], [-3.003754, -2.098310, -1.138475], [-2.819461, -0.626499, -2.097022], [0.418719, 1.946864, 0.193969], [-1.975193, 3.157132, 0.703703], [0.767572, -1.771735, -0.107805], [-0.055083, 0.606935, -0.728585], [-1.648818, -0.835242, 1.678930]],
  "forces_ev_per_a": [[-0.5, 2.2, 0.6], [-1.2, -0.3, 2.6], [0.9, 0.4, -0.6], [0.5, -0.1, 0.6], [-0.8, -0.3, -0.6], [-1.5, 0.6, -0.8], [1.4, 0.6, 1.4], [0.7, 1.0, 0.6], [-0.1, -1.7, -0.5], [-0.7, -0.6, 1.0], [-0.6, -0.6, -0.3], [-0.4, 0.6, -0.4], [0.0, -0.1, 0.2], [2.2, -1.5, -0.1], [0.4, -0.9, -1.1], [0.1, -0.5, 0.9], [0.4, 0.8, -0.2], [-0.9, 1.8, -2.7], [-0.2, -1.0, 0.6], [-0.2, 0.9, -1.0], [-0.2, -0.6, -0.4], [0.8, -1.5, -0.2], [-0.5, 1.1, 1.2], [0.0, 0.3, 0.4], [0.5, -0.4, -1.2]],
  "energy_ha": -534.487353,
  "charge": 1,
  "largest_force_ev_per_a": 3.36,
  "e_lumo_ev": -2.54
}

---

{
  "formula": "C5H15N2S",
  "method": "the ωB97M-V functional and the def2-TZVPD basis",
  "elements": ["S", "N", "N", "C", "C", "C", "C", "C", "H", "H", "H", "H", "H", "H", "H", "H", "H", "H", "H", "H", "H", "H", "H"],
  "coordinates": [[-2.152075, -0.615717, -1.655377], [-1.162888, 1.419186, 0.478320], [1.091950, 1.098749, -0.631814], [3.351034, -0.062484, -0.468837], [-3.125294, -0.208142, -0.050381], [1.914122, 0.246628, 0.184101], [-2.050836, 0.269825, 0.941857], [1.155854, -1.123364, 0.259585], [2.088328, 0.417710, 1.203746], [-3.639913, -1.196159, 0.129962], [-2.712905, 0.371205, 1.827436], [1.749077, 1.924663, -0.747447], [3.109871, -0.602844, -1.469290], [0.077173, 1.479066, -0.205995], [3.990486, -0.680897, 0.183947], [-1.521177, -0.692788, 1.164441], [-4.008309, 0.483122, -0.179534], [1.268360, -1.569606, 1.244194], [-3.206053, -1.369625, -2.130304], [-1.477539, 2.273751, 0.887586], [1.494418, -1.855079, -0.519276], [3.739333, 0.988146, -0.486415], [0.026976, -0.995347, 0.039492]],
  "forces_ev_per_a": [[-2.0, 0.0, 0.4], [-3.3, -2.4, 0.6], [1.2, 3.3, 0.4], [-2.2, 1.0, -0.2], [-0.3, -0.3, -2.3], [-0.3, -4.4, -1.7], [-0.7, -1.0, 0.9], [-1.4, -0.2, -1.0], [0.2, 1.5, 1.6], [1.1, 1.0, 0.8], [1.0, 1.1, 0.1], [-1.4, -0.7, -0.4], [0.9, 1.4, 1.5], [3.1, -1.7, -0.9], [-0.4, 0.2, -0.3], [0.4, 1.3, -0.3], [1.3, -0.2, -0.2], [0.0, -0.3, 0.1], [0.9, 0.5, 0.1], [-0.4, 0.8, 0.7], [-0.1, 0.6, 0.6], [0.5, -1.1, -0.9], [2.0, -0.2, 0.4]],
  "energy_ha": -707.021969,
  "charge": 0,
  "spin_multiplicity": 2,
  "largest_force_ev_per_a": 4.77,
  "e_lumo_ev": [0.66, -1.71]
}

---

{
  "formula": "C5H15N2S",
  "method": "the ωB97M-V functional and the def2-TZVPD basis",
  "elements": ["S", "N", "N", "C", "C", "C", "C", "C", "H", "H", "H", "H", "H", "H", "H", "H", "H", "H", "H", "H", "H", "H", "H"],
  "coordinates": [[-0.827858, -1.465074, 0.938493], [-2.803497, 1.124411, 0.520936], [0.505924, 0.715313, -0.872393], [-1.953882, 1.328667, -0.707194], [2.690826, -0.230993, -0.410199], [2.406044, -1.792087, -0.489925], [1.510149, 0.542891, 0.155179], [-0.495591, 1.762175, -0.311607], [-0.723345, -2.830791, 1.163172], [1.817935, -1.894149, 0.564252], [3.545000, 0.050330, 0.400176], [3.294147, -2.386978, -0.727221], [-2.076523, 0.423473, -1.376531], [-2.415075, 0.223521, 0.880444], [-0.410609, 1.704948, 0.773498], [-3.783296, 0.993140, 0.286525], [1.856313, 1.503277, 0.584194], [1.219796, -0.048589, 1.044349], [-0.280531, 2.753601, -0.804476], [3.114265, 0.286123, -1.342701], [1.649496, -1.896316, -1.334796], [-2.401564, 2.157541, -1.319012], [-0.022554, -0.139934, -0.765092]],
  "forces_ev_per_a": [[0.9, -0.6, 0.7], [1.7, -1.2, -1.0], [-0.9, 1.2, 3.8], [-1.1, 1.2, -0.3], [3.3, 0.1, 1.7], [-2.0, 2.6, 0.3], [1.2, 1.6, -3.0], [-0.6, -0.8, -2.5], [-0.2, 0.8, -0.2], [1.6, -0.9, -2.3], [-1.7, -1.3, -1.7], [-0.4, -0.1, 0.7], [0.7, 0.8, 0.6], [-0.9, 0.7, 0.7], [0.0, 0.6, 0.0], [0.1, -0.1, -0.1], [-0.5, -0.2, -0.2], [-1.2, -0.9, 0.7], [0.0, -1.0, 1.1], [-1.1, -1.0, 1.0], [0.9, -0.3, 1.1], [0.3, -0.7, 0.6], [-0.1, -0.6, -1.5]],
  "energy_ha": -706.692195,
  "charge": 1,
  "largest_force_ev_per_a": 4.10,
  "e_lumo_ev": -9.53
}